Entry 1:
C4H15N3O | ωB97M-V with the def2-TZVPD basis set

SMILES: NCCCNCN.O
Charge: 0
HOMO, eV: -9.2358
Energy above the lowest of the compared OMol25 structures with the same formula, charge and spin, kcal/mol: 23.7

Element x y z (Å)
N -0.891102 -1.913542 -1.730428
C -0.588908 -0.539378 -2.128548
C -1.210406 0.611909 -1.257724
C -1.307384 0.239902 0.229778
N 0.085065 0.119768 0.768223
C 0.263914 -0.795920 1.927002
N 1.327684 -0.261668 2.784526
H -1.883452 -2.012494 -1.560764
H -0.421511 -2.219312 -0.888077
H 0.477209 -0.410725 -2.010279
H -0.790097 -0.371384 -3.185991
H -0.655125 1.531732 -1.474935
H -2.267779 0.775699 -1.509149
H -1.791587 -0.739700 0.213500
H -1.789949 0.964984 0.881678
H 0.694901 -0.225698 0.033453
H -0.696774 -0.792972 2.452009
H 0.599793 -1.817375 1.730085
H 1.257512 0.739059 2.893158
H 2.221227 -0.443145 2.348484
O 1.892564 2.195670 -0.634093
H 1.801106 3.097116 -0.305772
H 1.434612 1.592846 -0.055851

Forces on atoms 1 to 6 (eV/Å):
N -0.452 0.129 -0.455
C 0.172 0.501 1.237
C -1.076 -0.289 -0.013
C 2.240 -0.324 -0.470
N -0.238 -1.049 -0.178
C 0.561 1.842 0.407

These are the natural (NBO) partial charges, in e, on atoms 1 to 5: N -0.829; C -0.222; C -0.435; C -0.224; N -0.679

=====

Entry 2:
C13H20ClN3O2Re | ωB97M-V with the def2-TZVPD basis set

Charge: +2
HOMO (alpha / beta), eV: -15.0933 / -16.0813
Spin multiplicity: 4
Energy above the lowest of the compared OMol25 structures with the same formula, charge and spin, kcal/mol: 0.0

Element x y z (Å)
Cl 1.516140 -0.624682 -2.141563
C -2.016026 -0.117333 -0.376323
C -1.947529 -0.034959 1.054813
C -1.104678 -1.111460 1.515742
H -2.553641 0.609297 1.674773
C -0.669480 -1.871174 0.369626
C -1.236547 -1.253002 -0.789378
H -1.119120 -1.631325 -1.793907
H -2.663408 0.476399 -1.010361
H -0.880582 -1.381490 2.541365
C 0.183228 -3.094379 0.410691
Re 0.013969 0.283500 0.237406
C -0.203900 1.674684 1.551965
C -0.328431 1.501666 -1.237146
O -0.330498 2.502726 2.368059
O -0.576055 2.217715 -2.128075
H 0.904327 -3.032977 1.230656
H 0.727638 -3.203304 -0.529331
H -0.426606 -3.990867 0.572043
C 4.812552 0.133874 0.960889
N 4.211438 1.313334 0.363609
C 5.086097 2.464939 0.127530
C 2.886976 1.364035 0.153792
N 2.093301 0.459168 0.690789
N 2.374164 2.373716 -0.655768
C 2.834674 2.509927 -2.047810
C 1.843664 3.605543 -0.058022
H 5.888743 0.284678 0.954351
H 4.568345 -0.756072 0.373282
H 4.481899 -0.001422 1.995432
H 5.358522 2.561573 -0.934161
H 4.609745 3.398159 0.466002
H 5.997276 2.300849 0.709714
H 2.571396 -0.263827 1.217707
H 1.952714 2.585409 -2.696504
H 3.452258 3.412618 -2.167950
H 3.385454 1.608721 -2.336362
H 2.401473 4.473417 -0.439705
H 0.787225 3.729989 -0.333243
H 1.925133 3.570207 1.035599

Forces on atoms 1 to 6 (eV/Å):
Cl 0.417 -0.073 0.051
C -1.265 -1.032 0.307
C -1.234 -1.377 -0.080
C -0.574 -0.622 -0.118
H 0.203 0.188 -0.012
C -0.618 -0.103 0.107

These are the natural (NBO) partial charges, in e, on atoms 1 to 5: Cl -0.201; C -0.250; C -0.229; C -0.276; H 0.304

=====

Entry 3:
C8H18P | ωB97M-V with the def2-TZVPD basis set

Charge: +1
HOMO, eV: -12.0281
Energy above the lowest of the compared OMol25 structures with the same formula, charge and spin, kcal/mol: 49.8

Element x y z (Å)
C 2.900303 0.076226 -0.487326
C 1.932258 0.955292 -0.274619
C 1.801996 2.199304 -1.179270
C 0.560926 1.973621 1.744410
C -1.512260 -2.259705 1.223473
C -2.844944 -0.165361 -0.172215
C -0.987682 -1.813123 -1.648054
C 1.190095 0.911982 0.959047
P -1.104635 -0.979927 -0.011398
H 3.003985 -0.829350 0.164382
H 3.740880 0.071014 -1.082658
H 0.771446 2.483936 -1.507841
H 2.370000 1.828483 -2.047258
H 2.539724 2.928976 -0.793801
H 1.058052 1.980025 2.672186
H -0.491175 1.609823 1.917225
H 0.588756 2.908686 1.227147
H -2.300393 -2.997064 0.886847
H -1.927775 -1.683139 2.110074
H -0.666179 -2.856959 1.489602
H -3.346608 -0.245515 0.768157
H -3.061399 -0.874080 -0.932597
H -2.846652 0.829777 -0.611754
H -1.717529 -2.604954 -1.867101
H -0.019989 -2.410167 -1.669068
H -0.984481 -0.996585 -2.493328
H 1.353282 -0.041215 1.615737

Forces on atoms 1 to 6 (eV/Å):
C -0.374 -2.843 3.075
C -1.531 2.551 0.041
C 1.429 -1.485 -0.478
C -1.485 -0.909 -1.861
C -1.813 0.081 0.234
C 2.643 -0.348 -0.334

These are the natural (NBO) partial charges, in e, on atoms 1 to 5: C -0.153; C -0.153; C -0.671; C -0.723; C -0.958

=====

Entry 4:
C4H4GdO2 | ωB97M-V with the def2-TZVPD basis set

Charge: +2
HOMO (alpha / beta), eV: -15.9826 / -17.1003
Spin multiplicity: 9
Energy above the lowest of the compared OMol25 structures with the same formula, charge and spin, kcal/mol: 7.2

Element x y z (Å)
H 1.331641 0.934971 1.709907
O 0.550642 -1.887030 -1.732925
C -0.397104 -1.621207 -0.710082
C -0.188577 -0.282512 -0.164078
C 0.208945 0.597540 0.687937
H 0.753957 -2.827167 -1.726927
H -0.306317 -2.355579 0.111057
H -1.425136 -1.687407 -1.106962
C 0.792961 1.816553 0.910850
O 0.297188 2.956241 1.164899
Gd -1.618201 4.355596 0.856324

Forces on atoms 1 to 6 (eV/Å):
H 0.001 0.744 -0.053
O -0.362 0.634 0.499
C -0.052 -0.405 -0.708
C 1.360 -0.777 1.453
C -0.011 1.072 -2.259
H 0.025 -0.156 -0.057

These are the Löwdin partial charges, in e, on atoms 1 to 5: H 0.268; O -0.013; C -0.219; C 0.198; C 0.030

=====

Entry 5:
C49H96N5O9 | ωB97M-V with the def2-TZVPD basis set

Charge: +3
HOMO, eV: -12.5235

Element x y z (Å)
C -2.611395 2.969098 6.816641
C -2.562836 3.094120 5.280766
C -1.294162 3.890773 4.949007
C -0.858789 3.871010 3.474436
C -0.552169 2.399327 3.145530
C -1.690229 1.415548 3.394660
N -2.366240 1.691675 4.713191
O -3.224637 0.802166 5.047824
C -1.053973 0.040430 3.471539
C -2.712109 1.418054 2.220617
C -3.884715 3.734921 4.668955
H -2.842963 3.889765 7.354625
H -1.707081 2.644936 7.330627
H -3.459525 2.358000 7.127949
H -0.460628 3.645359 5.608407
H -1.531478 4.908598 5.263577
H 0.009206 4.500984 3.275960
H -1.585491 4.423871 2.875694
H 0.388549 2.235194 3.669797
H -0.349312 2.381247 2.074146
H -0.547719 -0.140752 4.422483
H -0.247466 -0.064729 2.745253
H -1.774760 -0.776374 3.437658
H -3.487335 0.653680 2.251321
H -2.207532 1.229813 1.270911
H -3.115649 2.410313 2.014222
H -3.880461 3.902488 3.592932
H -3.984377 4.741309 5.079111
H -4.823209 3.280156 4.984753
C 3.536244 1.017750 -5.882030
C 3.110432 0.950311 -4.382750
C 4.114425 1.434554 -3.357612
C 4.511789 2.924129 -3.450167
C 3.193753 3.680051 -3.115139
C 2.077552 3.363209 -4.123339
N 1.933760 1.875805 -4.201345
O 0.843268 1.361763 -4.659750
C 2.404140 4.085523 -5.468743
C 0.781637 3.991526 -3.509006
C 2.749598 -0.492197 -3.932510
H 2.693729 1.103762 -6.565766
H 4.135112 0.136603 -6.114108
H 4.261082 1.802107 -6.101685
H 5.029260 0.847261 -3.459523
H 3.750670 1.158715 -2.367282
H 4.991016 3.150844 -4.402971
H 5.305088 3.155924 -2.739400
H 3.396071 4.750031 -3.056833
H 2.945470 3.429518 -2.082753
H 3.465542 4.124754 -5.706524
H 1.936652 5.064702 -5.553494
H 1.943956 3.498932 -6.266205
H 0.469898 3.470565 -2.603303
H -0.111322 3.958384 -4.135618
H 0.947737 5.056800 -3.355490
H 2.030455 -1.003735 -4.570753
H 2.492515 -0.627971 -2.881763
H 3.655548 -1.099625 -3.973459
C 2.732310 2.550623 2.187531
C 3.763362 1.438992 2.487482
C 3.279793 0.385645 3.528704
C 4.091448 -0.880718 3.520357
C 4.172836 -1.482495 2.111881
C 4.824420 -0.611469 1.069245
N 4.104599 0.734167 1.162356
O 4.267371 1.592292 0.199850
C 4.528164 -1.267652 -0.284190
C 6.364627 -0.502833 1.355463
C 4.985653 2.087374 3.116069
H 1.810062 2.195241 1.730490
H 3.119964 3.397189 1.621271
H 2.501942 3.045839 3.132640
H 2.289162 0.039290 3.220350
H 3.124246 0.852937 4.500432
H 3.724473 -1.660710 4.187453
H 5.103403 -0.700556 3.890341
H 3.101603 -1.562625 1.911960
H 4.627755 -2.464934 2.227570
H 4.977985 -2.250013 -0.430161
H 4.927423 -0.705177 -1.129169
H 3.456058 -1.419357 -0.413992
H 6.810307 -1.494584 1.436073
H 6.629289 -0.078980 2.323810
H 6.917264 0.058963 0.603118
H 5.480081 2.706006 2.368287
H 5.675580 1.422839 3.639941
H 4.772826 2.601264 4.055118
C -0.975105 -6.203569 3.475216
C -1.271111 -5.504867 2.145093
C -1.074089 -3.947020 2.442027
C 0.374602 -3.419583 2.481685
C 1.167979 -3.924046 1.236771
C 1.116451 -5.446828 0.962289
N -0.354100 -5.910162 1.048141
O -0.674218 -7.013702 0.366901
C 2.006890 -6.239764 1.931332
C 1.614291 -5.643600 -0.470615
C -2.728976 -5.733905 1.761795
H 0.035429 -6.085811 3.864567
H -0.999688 -7.270841 3.242730
H -1.725905 -6.007767 4.237599
H -1.529206 -3.701998 3.402304
H -1.704881 -3.420065 1.724310
H 0.820633 -3.586554 3.463111
H 0.364820 -2.329668 2.426572
H 2.237643 -3.716494 1.284302
H 0.839330 -3.425090 0.324414
H 3.036161 -6.025209 1.645062
H 1.810836 -7.306533 1.821540
H 1.927636 -6.023232 2.996171
H 2.597384 -5.179848 -0.592756
H 0.978336 -5.098674 -1.167506
H 1.974059 -6.627051 -0.773191
H -3.427858 -5.365872 2.514029
H -2.987402 -6.792366 1.732102
H -2.958318 -5.236314 0.819194
C -5.748695 0.330587 -5.490743
C -4.755369 0.441231 -4.353270
C -3.899768 1.703959 -4.628453
C -2.998636 2.209616 -3.475469
C -3.337234 1.611767 -2.120165
C -4.877195 1.366913 -1.824102
N -5.484468 0.647990 -3.029689
O -6.583128 -0.011768 -2.873811
C -5.608734 2.712317 -1.674975
C -5.003673 0.542148 -0.568884
C -3.852131 -0.785859 -4.343376
H -6.218902 -0.650026 -5.412352
H -5.350717 0.340466 -6.504955
H -6.461623 1.154534 -5.459122
H -4.374695 2.590941 -5.049197
H -3.225829 1.427676 -5.439474
H -3.021082 3.299743 -3.454653
H -1.984065 1.994877 -3.812077
H -2.994314 2.234655 -1.293162
H -2.764172 0.689684 -2.016772
H -6.697937 2.697028 -1.642022
H -5.334789 3.347079 -2.519101
H -5.303748 3.261812 -0.784622
H -4.584350 1.112641 0.261127
H -4.454365 -0.398963 -0.596521
H -6.011478 0.359363 -0.195553
H -4.465939 -1.645737 -4.067696
H -3.105216 -0.909814 -3.556324
H -3.244868 -0.966346 -5.228713
C -3.220302 -2.802097 -1.126559
C -2.674291 -3.911022 -2.010789
O -2.909477 -3.828742 -3.238095
O -1.992618 -4.834565 -1.529126
H -4.277886 -2.947184 -0.902612
H -3.158459 -1.887547 -1.719183
H -2.660217 -2.581465 -0.216358
C -0.196691 -0.624226 -1.372771
C 0.837196 0.286620 -0.682116
O 1.148117 1.393043 -1.169677
O 1.158731 -0.062875 0.480102
H -0.215334 -0.334660 -2.423873
H -1.118737 -0.493848 -0.808913
H 0.194793 -1.641006 -1.344590

Forces on atoms 1 to 6 (eV/Å):
C -1.303 -0.128 0.697
C 0.950 0.588 1.008
C 0.051 1.356 -0.480
C -0.529 0.087 0.768
C -0.349 2.179 -0.984
C 1.530 -0.604 -0.519

These are the Löwdin partial charges, in e, on atoms 1 to 5: C -0.012; C -0.396; C -0.135; C -0.146; C -0.139

=====

no.,calculated total energy (eV),largest force on an atom (eV/A)
1,-10908.50978,2.31
2,-37005.13511,5.86
3,-17866.96607,4.20
4,-29117.31693,2.50
5,-78208.22699,7.79